86
Properties=species:S:1:pos:R:3:forces:R:3:lowdin_charge:R:1 method="wB97M-V/def2-TZVPD" energy_ha=-2441.76457 lumo_energy_ev=0.49 homo_energy_ev=-6.531 orbital_gap_ev=7.020 charge=0 de_lowest_kcal_mol=0.0
Pd 1.318312 -0.480720 0.219840 -0.16 -0.10 0.05 0.593
C -0.109250 1.500802 2.912809 0.02 -0.03 -0.01 -0.137
C 0.740412 0.432783 3.607228 -0.07 0.01 -0.02 -0.514
C 0.129717 0.124664 4.974651 0.01 -0.01 0.03 -0.116
P 1.036517 -0.953969 2.426056 0.11 0.03 -0.02 1.004
C 2.468478 -1.935057 3.047188 -0.01 -0.02 0.03 -0.523
C 2.341579 -2.479395 4.466947 0.03 0.00 0.01 -0.106
C 2.742131 -3.065009 2.051623 0.00 0.01 0.00 -0.116
C -0.395536 -2.071609 2.350774 -0.02 0.03 0.04 -0.270
C -1.094070 -2.520872 3.472162 0.01 0.02 -0.01 -0.105
C -2.221592 -3.313254 3.351812 -0.02 -0.02 -0.03 -0.100
C -2.669737 -3.642157 2.076021 0.01 0.01 0.05 -0.085
C -1.972786 -3.243024 0.954183 -0.01 0.01 -0.02 -0.045
C -0.787513 -2.490147 1.054967 0.04 0.01 -0.02 -0.299
N -0.032649 -2.099750 -0.034326 0.04 -0.02 -0.05 -0.080
C 0.141056 -2.880470 -1.155046 -0.03 0.03 0.04 -0.296
C -0.219607 -4.240783 -1.266420 0.01 -0.02 -0.01 -0.038
C 0.021038 -4.957337 -2.422481 0.01 0.01 -0.02 -0.091
C 0.631654 -4.374004 -3.528108 -0.02 0.00 0.02 -0.107
C 1.029938 -3.051880 -3.428092 0.01 -0.01 0.01 -0.112
C 0.812880 -2.312789 -2.269723 -0.01 0.01 -0.04 -0.303
P 1.400799 -0.610205 -2.066795 0.13 0.01 0.09 1.003
C 0.219759 0.439649 -3.016089 -0.01 0.03 0.07 -0.528
C 0.358421 0.327611 -4.530588 -0.04 0.01 -0.02 -0.107
C -1.199201 0.078631 -2.572965 -0.01 0.01 -0.02 -0.131
C 3.005313 -0.512870 -2.951224 0.01 0.00 0.03 -0.546
C 3.532574 0.921216 -2.922889 -0.01 0.01 0.01 -0.103
C 4.003324 -1.474727 -2.308597 0.00 -0.02 0.00 -0.105
H -0.230436 2.362175 3.574382 -0.01 -0.01 0.00 0.081
H -1.101468 1.106226 2.683413 -0.01 0.01 0.00 0.073
H 0.328923 1.841061 1.977257 0.05 0.00 -0.02 0.023
H 1.755712 0.824342 3.752340 0.00 0.01 -0.02 0.115
H -0.922282 -0.140409 4.869198 0.00 0.02 0.01 0.073
H 0.177623 1.026580 5.588745 0.00 0.00 0.01 0.081
H 0.635437 -0.672897 5.516416 -0.07 0.05 -0.02 0.049
H 3.302759 -1.226530 3.003064 0.00 0.00 0.00 0.106
H 1.456042 -3.110014 4.570435 0.01 0.00 0.00 0.074
H 2.296232 -1.685029 5.211531 0.04 -0.06 -0.03 0.058
H 3.212199 -3.096628 4.699326 0.00 -0.01 0.00 0.079
H 1.903714 -3.765098 2.020212 0.00 0.00 0.00 0.081
H 3.633861 -3.616574 2.355678 0.00 0.00 0.00 0.080
H 2.897851 -2.682369 1.041497 0.00 0.00 0.00 0.053
H -0.756161 -2.242886 4.459911 0.00 0.00 0.00 0.081
H -2.754897 -3.645398 4.232084 -0.01 0.00 0.00 0.096
H -3.580523 -4.216103 1.954468 0.00 0.00 0.00 0.103
H -2.350617 -3.492152 -0.027650 -0.01 0.01 0.02 0.109
H -0.662715 -4.748803 -0.423072 0.01 0.00 -0.01 0.096
H -0.264364 -6.002264 -2.455200 0.01 0.00 0.00 0.102
H 0.818829 -4.942509 -4.428632 0.00 0.00 0.00 0.094
H 1.550092 -2.596099 -4.263085 0.00 0.01 0.00 0.096
H 0.437425 1.461878 -2.689350 0.01 -0.01 -0.03 0.090
H 0.216212 -0.704897 -4.857785 -0.01 0.01 0.01 0.072
H 1.324597 0.675323 -4.896168 0.01 0.00 0.00 0.063
H -0.416672 0.928869 -5.012403 0.01 0.00 -0.01 0.080
H -1.478116 -0.901595 -2.965525 0.00 0.01 0.00 0.081
H -1.910400 0.813757 -2.958253 0.00 0.00 0.00 0.072
H -1.292047 0.047105 -1.488467 -0.01 0.00 0.02 0.038
H 2.833316 -0.810599 -3.989553 0.02 0.00 0.00 0.095
H 3.701307 1.252161 -1.896014 0.01 -0.01 -0.02 0.060
H 2.846950 1.629429 -3.390013 -0.02 0.00 -0.02 0.068
H 4.486958 0.978313 -3.449794 0.00 0.00 -0.01 0.084
H 4.167629 -1.210042 -1.261455 0.00 0.01 0.00 0.064
H 4.962818 -1.417833 -2.826974 0.00 0.00 0.00 0.082
H 3.652222 -2.506439 -2.348270 0.00 0.00 0.00 0.071
F 4.009862 0.537309 0.834488 0.00 0.01 0.05 0.102
B 2.733124 0.900013 0.567912 0.01 -0.06 -0.19 -0.824
F 2.588043 2.232942 0.548630 -0.02 0.00 0.06 0.118
C -4.848896 4.814311 0.376141 0.00 0.00 -0.01 -0.078
C -4.044463 5.503218 -0.721084 0.00 0.01 0.01 -0.416
C -2.992892 6.439302 -0.133637 0.00 0.00 -0.01 -0.077
C -3.423022 4.499839 -1.694872 -0.01 0.00 0.01 -0.116
N -2.405518 3.655486 -1.086260 0.00 0.02 0.01 -0.111
C -1.080216 3.819377 -1.000960 0.03 0.02 -0.02 -0.149
N -0.570721 2.826623 -0.316386 0.04 0.01 -0.03 0.054
N -1.618293 2.047774 0.021309 -0.12 -0.01 0.07 -0.019
N -2.718283 2.531563 -0.427335 -0.01 -0.02 -0.04 0.068
H -5.336169 5.557088 1.008649 0.00 0.00 0.00 0.079
H -4.206849 4.199986 1.008628 0.00 0.00 0.00 0.071
H -5.618932 4.164462 -0.041999 0.00 0.00 0.00 0.080
H -4.731432 6.097563 -1.332613 0.00 0.00 0.00 0.135
H -2.303090 5.895775 0.515700 0.00 0.00 0.00 0.078
H -3.467070 7.213154 0.469969 0.00 0.00 0.00 0.080
H -2.409994 6.934651 -0.913716 0.00 0.00 0.00 0.078
H -2.944335 5.023555 -2.523072 0.00 -0.01 -0.01 0.127
H -4.181936 3.832979 -2.102027 0.00 0.00 0.00 0.128
H -0.538912 4.643670 -1.432678 0.00 -0.01 -0.01 0.131

92
Properties=species:S:1:pos:R:3:forces:R:3:mulliken_spin:R:1 method="wB97M-V/def2-TZVPD" energy_ha=-3886.14438 lumo_energy_ev="0.38 / 0.38" homo_energy_ev="-8.284 / -8.282" orbital_gap_ev="8.660 / 8.658" charge=0 de_lowest_kcal_mol=20.3 spin_multiplicity=2
Yb 0.760057 0.720689 -0.936503 -3.48 -0.58 1.57 1.006
C -2.803843 0.530389 -0.879303 0.08 0.12 -0.29 0.000
C -2.617743 0.983889 -2.330003 -0.14 -0.23 0.54 -0.001
N -1.293843 1.586489 -2.493303 0.22 0.46 0.09 -0.001
C -0.820843 1.487689 -3.874603 0.11 0.18 -0.19 0.000
C -0.207343 0.137989 -4.140203 -0.35 -0.13 -0.17 0.000
C 0.017157 -0.305811 -5.438103 -0.11 -0.15 0.18 0.002
C 0.675657 -1.506011 -5.625103 -0.07 0.20 0.17 0.000
C 1.075957 -2.227311 -4.511903 -0.08 0.08 0.20 0.001
C 0.788357 -1.725511 -3.250903 0.01 -0.27 -0.14 0.000
C 1.265557 -2.442911 -2.011303 0.26 -0.06 -0.09 0.000
N 0.666857 -1.926211 -0.780603 0.45 0.13 0.04 -0.001
C -0.635443 -2.518611 -0.459003 -0.37 0.08 0.04 -0.002
C -1.797243 -1.691911 -1.007403 0.24 -0.21 0.02 0.001
N -1.697843 -0.334511 -0.463103 0.19 -0.18 0.29 -0.002
N 0.143157 -0.573911 -3.071003 0.19 0.27 -0.06 -0.007
H -3.774443 0.023289 -0.781603 0.03 0.05 0.03 0.000
H -2.811143 1.412889 -0.235403 -0.02 -0.12 0.03 0.000
H -3.426943 1.682289 -2.592103 0.14 -0.14 -0.07 0.000
H -2.690443 0.121589 -2.999403 0.02 0.11 0.02 0.000
H -1.331943 2.573189 -2.233203 0.02 -0.23 -0.13 0.000
H -0.025043 2.228489 -4.032103 -0.22 -0.14 0.03 0.000
H -1.629643 1.685589 -4.591303 0.10 -0.03 0.00 0.000
H -0.287343 0.301189 -6.274703 -0.05 0.10 -0.10 0.000
H 0.892357 -1.864611 -6.620503 0.01 -0.03 -0.06 0.000
H 1.626257 -3.150511 -4.614703 0.00 -0.11 0.02 0.000
H 2.346157 -2.272511 -1.959303 -0.09 -0.08 0.03 0.000
H 1.092957 -3.526511 -2.121803 0.05 0.20 0.03 0.000
H 1.302257 -2.133711 -0.012303 -0.06 0.03 -0.11 0.000
H -0.744743 -2.513111 0.631497 0.18 -0.11 -0.49 0.001
H -0.710943 -3.553411 -0.822003 0.07 0.08 -0.04 0.000
H -2.738743 -2.178111 -0.707903 0.05 0.06 -0.07 0.000
H -1.754443 -1.647411 -2.095203 -0.15 -0.04 0.05 0.000
H -1.731443 -0.449811 0.554897 -0.02 0.10 -0.24 0.001
C -4.044443 -3.413911 1.915997 0.20 -0.07 -0.06 0.000
C -2.667543 -3.926611 2.351497 -0.25 0.06 -0.02 0.000
C -2.827643 -5.172511 3.216497 0.18 0.12 -0.21 0.000
C -1.916343 -2.834811 3.053897 0.22 0.17 -0.08 0.000
C -1.664243 -2.638811 4.418597 0.07 0.10 0.03 0.000
C -0.921743 -1.480911 4.468397 -0.08 -0.05 0.08 0.000
N -0.753943 -1.026411 3.212297 -0.09 -0.03 0.56 0.000
N -1.365243 -1.849611 2.351097 -0.29 0.04 -0.27 0.000
B 0.102757 0.165189 2.787897 0.21 -0.13 -0.04 -0.001
N 1.389657 -0.340611 2.075897 0.01 -0.35 0.11 0.002
C 2.267557 -1.096611 2.762597 0.11 0.01 -0.25 0.000
C 3.525857 -0.904511 2.240997 -0.13 0.06 -0.02 0.000
C 3.351657 0.036389 1.215397 -0.08 -0.05 -0.06 0.002
N 2.052357 0.343289 1.110097 0.20 0.18 -0.38 -0.002
C 4.399457 0.774789 0.436897 0.06 0.03 -0.16 -0.002
C 4.430457 2.226989 0.932297 -0.05 -0.20 -0.19 0.000
C 5.781557 0.135089 0.558197 -0.29 0.05 -0.07 0.000
N -0.726343 1.155889 1.939197 -0.43 -0.05 0.02 -0.003
C -1.849543 1.692689 2.442797 0.04 0.23 -0.24 0.000
C -2.094143 2.886489 1.800997 0.12 -0.06 0.02 0.000
C -1.036243 3.027189 0.893997 -0.01 -0.27 0.04 0.001
N -0.236343 1.956489 0.966897 0.07 0.45 -0.32 0.003
C -0.658443 4.231089 0.087797 0.04 0.11 0.06 0.000
C -1.853343 5.135489 -0.198603 0.20 -0.25 -0.10 0.000
C 0.403557 4.993289 0.888497 -0.01 -0.14 -0.25 0.000
H -4.524143 -4.119711 1.241497 -0.10 -0.07 -0.07 0.000
H -3.949143 -2.454011 1.416697 -0.05 0.12 -0.11 0.000
H -4.682643 -3.283511 2.786397 -0.11 0.06 0.12 0.000
H -2.100943 -4.187311 1.448097 -0.03 0.01 0.12 0.000
H -3.480943 -4.970611 4.061397 -0.07 0.03 0.15 0.000
H -1.867443 -5.512911 3.593597 0.11 -0.09 0.08 0.000
H -3.272343 -5.974311 2.632597 -0.07 -0.11 -0.02 0.000
H -1.975543 -3.238311 5.247097 -0.06 -0.19 0.21 0.000
H -0.505243 -0.960811 5.306697 0.12 0.17 0.17 0.000
H 0.447957 0.736389 3.781197 0.00 0.08 0.29 0.000
H 1.960157 -1.687811 3.603597 -0.17 -0.08 0.14 0.000
H 4.440257 -1.352611 2.574297 0.15 -0.05 0.04 0.000
H 4.127057 0.792889 -0.622803 0.12 -0.05 0.37 0.001
H 4.708657 2.264289 1.985297 -0.01 0.04 0.11 0.000
H 3.451157 2.686289 0.799097 0.03 0.10 0.04 0.000
H 5.161357 2.785089 0.354197 0.06 0.15 -0.06 0.000
H 6.152757 0.183289 1.581697 0.04 -0.03 0.10 0.000
H 6.475157 0.677089 -0.080203 0.09 0.00 -0.03 0.000
H 5.762457 -0.905711 0.236197 0.06 -0.07 0.00 0.000
H -2.382643 1.220789 3.242997 -0.05 -0.18 0.21 0.000
H -2.907343 3.558589 1.973997 -0.19 0.18 0.06 0.000
H -0.182843 3.917989 -0.850303 -0.21 0.03 0.13 0.000
H -2.254743 5.537889 0.730097 -0.09 0.04 0.04 0.000
H -2.641143 4.593789 -0.718003 -0.19 -0.02 -0.04 0.000
H -1.541943 5.967089 -0.824603 0.00 0.13 -0.04 0.000
H 0.011057 5.280889 1.861897 -0.03 0.06 0.09 0.000
H 0.707057 5.880189 0.342497 0.09 0.22 -0.03 0.000
H 1.274157 4.361789 1.030897 0.17 -0.04 0.09 0.000
O 2.470257 0.240189 -1.893503 1.78 -0.92 -0.65 0.002
S 2.791557 1.359289 -2.862703 0.93 0.75 -1.69 0.000
O 2.285557 1.016989 -4.180003 0.48 -0.05 0.25 0.000
O 4.183557 1.714289 -2.783103 -0.07 -0.22 0.12 0.000
S 1.648257 2.864289 -2.167403 0.07 0.61 0.49 -0.002